#i
{
  "formula": "CH5NO",
  "method": "ωB97M-V/def2-TZVPD",
  "species": ["C", "N", "O", "H", "H", "H", "H", "H"],
  "xyz": [[0.71804, -0.01983, -0.28480], [-0.87959, -0.33948, -0.22334], [-1.59732, 0.62608, 0.55310], [-0.49266, 0.87502, 0.59649], [-0.94305, -1.20122, 0.33448], [0.85818, 0.82592, -0.95571], [1.17802, 0.15166, 0.69575], [1.15838, -0.91815, -0.71597]],
  "smiles": "CNO",
  "gap_ev": 9.8,
  "multiplicity": 1,
  "lumo_energy_ev": 0.91,
  "homo_energy_ev": -8.91
}



#ii
{
  "formula": "CH5NO",
  "method": "ωB97M-V/def2-TZVPD",
  "species": ["C", "N", "O", "H", "H", "H", "H", "H"],
  "xyz": [[-1.22783, -0.08202, -0.10186], [2.10994, 0.12398, 0.49561], [-0.28895, -0.27551, 0.79367], [-1.47046, -0.62503, -1.03718], [-1.45242, 1.04750, -0.44552], [-1.98928, -0.19868, 0.64485], [2.01183, 0.73432, -0.28974], [2.30717, -0.72456, -0.05983]],
  "gap_ev": [10.3, 9.1],
  "multiplicity": 1,
  "lumo_energy_ev": [-0.29, -0.94],
  "homo_energy_ev": [-10.55, -10.08]
}



Which of them is least stable? Easy: #ii.



#i
{
  "formula": "FH16O8",
  "method": "ωB97M-V/def2-TZVPD",
  "species": ["F", "O", "H", "H", "O", "H", "H", "O", "H", "H", "O", "H", "H", "O", "H", "H", "O", "H", "H", "O", "H", "H", "O", "H", "H"],
  "xyz": [[-9.14185, 12.41391, 7.01915], [-11.46540, 11.56619, 6.12703], [-11.90146, 12.35850, 6.36407], [-10.59587, 11.81644, 6.39739], [-7.62772, 11.03896, 5.57810], [-8.03917, 11.75274, 6.13628], [-8.04398, 10.22330, 5.80983], [-10.23777, 10.61551, 8.44593], [-9.84680, 11.36518, 7.96697], [-11.07230, 10.95247, 8.47574], [-9.82810, 14.06742, 9.08468], [-9.75566, 13.52097, 8.29986], [-10.11337, 13.53086, 9.85259], [-7.29002, 12.14677, 8.83095], [-8.00213, 12.23511, 8.15899], [-6.74414, 12.88407, 8.61110], [-7.64889, 15.38575, 7.96620], [-8.47370, 15.26410, 8.46633], [-7.47805, 14.58341, 7.52765], [-8.59889, 14.05596, 5.10656], [-8.71629, 13.39579, 5.83104], [-8.32367, 13.58257, 4.27572], [-9.36067, 8.87761, 6.51748], [-9.50079, 9.53549, 7.25275], [-9.67111, 8.07539, 6.86266]],
  "gap_ev": 10.1,
  "charge": -1,
  "multiplicity": 1,
  "lumo_energy_ev": 3.26,
  "homo_energy_ev": -6.85
}



#ii
{
  "formula": "FH16O8",
  "method": "ωB97M-V/def2-TZVPD",
  "species": ["F", "O", "H", "H", "O", "H", "H", "O", "H", "H", "O", "H", "H", "O", "H", "H", "O", "H", "H", "O", "H", "H", "O", "H", "H"],
  "xyz": [[0.14232, -0.12972, 0.07800], [1.63032, 1.60128, 1.42600], [1.84832, 1.01228, 2.16700], [1.04032, 0.96028, 0.91800], [-2.36368, -1.42672, 0.10000], [-1.46868, -1.10972, 0.02300], [-2.68068, -1.00472, 0.86600], [1.10132, -2.40372, 0.58700], [0.45932, -3.06372, 0.81900], [0.59232, -1.60972, 0.52500], [-0.19168, -1.22172, -2.23600], [0.03032, -0.86572, -1.33100], [0.10232, -2.14772, -2.26700], [-0.88768, 0.42628, 2.39300], [-0.29368, -0.02572, 3.00400], [-0.57168, 0.15628, 1.49600], [0.16632, 2.10628, -2.11000], [0.65632, 1.24828, -2.03600], [-0.15868, 2.27828, -1.25700], [2.02932, 0.28328, -1.52500], [1.33832, 0.02228, -0.85900], [2.74832, 0.60428, -1.04400], [-1.72368, 1.79428, -0.12100], [-1.13568, 1.02528, -0.12000], [-2.40968, 1.49028, 0.50400]],
  "gap_ev": 9.6,
  "charge": -1,
  "multiplicity": 1,
  "lumo_energy_ev": 3.15,
  "homo_energy_ev": -6.44
}



Which of them is least stable? Easy: #ii.



#i
{
  "formula": "C3H5CdO4",
  "method": "ωB97M-V/def2-TZVPD",
  "species": ["O", "C", "C", "O", "O", "C", "H", "H", "H", "H", "O", "H", "Cd"],
  "xyz": [[-0.37428, -2.18184, 0.64033], [0.19092, -1.52756, -0.20819], [-0.32528, 1.48688, 0.39871], [0.92082, 1.00075, 0.74519], [-0.31899, -0.53562, -0.92391], [-1.17140, 0.40541, -0.25620], [-0.28602, 2.35800, -0.28519], [-0.89247, 1.82212, 1.29008], [-1.83565, 0.82821, -1.02127], [-1.75592, -0.13235, 0.50045], [1.38158, -1.85206, -0.73747], [1.91100, -2.30439, -0.06938], [2.55570, 0.63244, -0.07314]],
  "gap_ev": [8.4, 8.3],
  "multiplicity": 2,
  "lumo_energy_ev": [0.48, -1.45],
  "homo_energy_ev": [-7.97, -9.75]
}



#ii
{
  "formula": "C3H5CdO4",
  "method": "ωB97M-V/def2-TZVPD",
  "species": ["H", "C", "C", "O", "H", "H", "H", "Cd", "O", "C", "O", "O", "H"],
  "xyz": [[-0.59482, -0.66604, -0.48776], [-1.03645, 0.39100, 0.16871], [0.03632, -0.27999, 0.98286], [-2.31084, -0.06907, 0.29953], [-1.05345, 1.44568, 0.52119], [-0.32592, -1.06975, 1.65214], [0.46744, 0.42826, 1.70549], [-3.63547, -0.64396, 1.42523], [1.54236, -0.50740, 0.17068], [1.55761, 0.21836, -0.88828], [0.68207, 1.05713, -1.17255], [2.08421, -0.45791, -1.91281], [2.58695, 0.15369, -2.46443]],
  "gap_ev": [8.4, 6.8],
  "multiplicity": 2,
  "lumo_energy_ev": [0.50, -1.68],
  "homo_energy_ev": [-7.90, -8.46]
}



Which of them is least stable? Easy: #ii.